{"formula": "C29H25AsCl3CrF11GeO3SSe2Si", "method": "ωB97M-V with the def2-TZVPD basis set", "e_tot_ev": -399275.246, "e_homo_ha": [-0.20825, -0.21484], "spin_multiplicity": 4, "gap_ev": [6.8477, 7.4775], "charge": -1, "e_above_lowest_kj_mol": 14.0, "elements": ["Cr", "O", "C", "C", "C", "O", "C", "Se", "C", "Se", "H", "H", "H", "H", "H", "H", "H", "H", "H", "H", "F", "C", "C", "F", "C", "F", "C", "S", "C", "F", "C", "F", "Cl", "Ge", "Cl", "Cl", "F", "As", "F", "F", "F", "F", "F", "O", "Si", "C", "C", "C", "C", "C", "C", "C", "C", "C", "C", "C", "C", "C", "C", "C", "C", "C", "C", "H", "H", "H", "H", "H", "H", "H", "H", "H", "H", "H", "H", "H", "H", "H"], "positions_angstrom": [[0.93665, -0.81292, -0.63015], [-1.77107, -0.89273, -5.14826], [-2.64239, -1.94047, -4.76541], [-2.44253, -2.35269, -3.30121], [-3.60631, -3.35208, -3.04810], [-3.91851, -3.63632, -1.71493], [-2.55419, -1.16941, -2.33085], [-0.89893, -0.10227, -2.32306], [-1.11317, -3.07850, -3.05222], [0.41824, -1.84545, -3.12702], [-1.82409, -0.76638, -6.09917], [-2.48959, -2.82609, -5.39485], [-3.68344, -1.61865, -4.88690], [-3.38679, -4.26642, -3.61789], [-4.51818, -2.92136, -3.46812], [-3.13109, -3.85850, -1.19471], [-2.73718, -1.51362, -1.31579], [-3.33739, -0.47248, -2.62880], [-0.91206, -3.83204, -3.81314], [-1.11760, -3.56895, -2.08156], [5.76434, 2.99530, -4.70485], [4.81598, 2.63636, -3.83259], [3.79470, 1.79127, -4.21678], [3.74538, 1.33235, -5.47371], [2.81715, 1.43777, -3.30571], [1.82807, 0.64684, -3.75557], [2.80978, 1.88448, -1.99231], [1.61134, 1.48329, -0.78204], [3.85483, 2.74121, -1.64203], [3.93335, 3.22795, -0.40283], [4.83884, 3.11631, -2.53555], [5.82234, 3.94039, -2.15425], [0.65502, -5.06701, -0.69304], [0.33082, -3.12933, 0.36542], [1.03319, -3.55330, 2.37577], [-1.89175, -3.38561, 0.72069], [3.08011, -1.11280, -1.77283], [4.09497, -1.67973, -0.43186], [5.31973, -2.18366, -1.51530], [4.75482, -0.10176, -0.29744], [4.91791, -2.17978, 0.97977], [2.67193, -1.13290, 0.55481], [3.29544, -3.20471, -0.55336], [0.05808, -0.32035, 0.90549], [-0.47020, 0.64897, 2.08872], [-0.96862, -0.37840, 3.57438], [-0.26835, -0.31913, 4.77983], [-0.62225, -1.12260, 5.85650], [-1.68855, -2.00229, 5.74427], [-2.40265, -2.07251, 4.55522], [-2.04533, -1.26538, 3.48630], [-1.98784, 1.58770, 1.48091], [-3.12924, 1.75315, 2.26780], [-4.23601, 2.45083, 1.79739], [-4.22126, 2.99988, 0.52383], [-3.09113, 2.85935, -0.27188], [-1.98864, 2.16479, 0.20607], [0.85568, 1.86856, 2.59196], [0.60088, 3.22764, 2.76883], [1.62242, 4.11195, 3.09194], [2.92009, 3.64527, 3.24028], [3.19372, 2.29431, 3.06924], [2.16970, 1.41673, 2.74922], [0.57119, 0.36007, 4.87920], [-0.05918, -1.06595, 6.78024], [-1.96032, -2.63715, 6.57904], [-3.22954, -2.76523, 4.45612], [-2.60466, -1.34123, 2.56050], [-3.16089, 1.31892, 3.26087], [-5.11180, 2.56151, 2.42575], [-5.08358, 3.54179, 0.15415], [-3.06467, 3.30119, -1.26143], [-1.09709, 2.09600, -0.40927], [-0.40703, 3.60709, 2.63402], [1.40749, 5.16703, 3.21398], [3.72146, 4.33505, 3.47612], [4.20818, 1.92743, 3.16454], [2.40127, 0.36942, 2.58757]], "atomic_forces_ev_per_a": [[0.15, 0.47, 0.95], [0.02, -0.01, 0.04], [0.02, 0.03, 0.02], [-0.06, 0.01, 0.00], [0.00, -0.01, -0.06], [0.04, 0.03, 0.07], [0.13, -0.14, -0.09], [-0.09, 0.23, 0.22], [-0.08, 0.14, 0.08], [0.14, -0.37, -0.54], [0.00, -0.01, -0.01], [0.00, -0.01, 0.01], [0.00, 0.00, 0.00], [0.01, -0.01, 0.04], [0.00, -0.03, -0.01], [0.01, -0.01, 0.01], [0.02, 0.00, 0.01], [-0.02, 0.00, 0.00], [-0.02, 0.00, -0.03], [0.04, 0.00, 0.01], [0.00, 0.00, -0.01], [0.00, 0.01, 0.04], [-0.02, -0.02, 0.00], [0.01, 0.00, -0.02], [-0.07, 0.05, -0.03], [0.02, -0.02, 0.03], [0.18, -0.04, 0.04], [-0.28, 0.05, -0.20], [0.00, -0.05, 0.04], [0.01, -0.01, 0.00], [0.03, 0.02, -0.02], [0.00, -0.01, -0.01], [-0.02, 0.00, 0.04], [-0.12, -0.11, -0.20], [0.05, 0.01, 0.01], [0.02, 0.00, -0.08], [0.01, -0.13, -0.17], [-0.02, -0.06, -0.02], [0.04, 0.04, 0.02], [-0.02, 0.03, -0.02], [-0.04, 0.02, 0.02], [-0.07, -0.10, -0.08], [0.02, 0.01, 0.00], [-0.07, -0.04, -0.10], [-0.02, 0.02, 0.01], [-0.01, 0.02, 0.01], [0.01, 0.01, 0.01], [0.00, 0.00, 0.00], [0.00, 0.00, -0.01], [0.00, 0.00, 0.00], [0.00, -0.02, -0.02], [-0.02, 0.02, 0.04], [-0.02, -0.03, -0.04], [0.00, 0.00, 0.00], [0.00, 0.00, 0.01], [0.01, -0.01, -0.01], [0.02, 0.03, 0.02], [0.03, -0.03, -0.03], [-0.03, 0.00, 0.00], [0.00, 0.01, 0.00], [0.00, 0.00, 0.00], [0.00, 0.00, 0.01], [0.01, 0.02, -0.01], [-0.01, 0.00, -0.01], [0.00, 0.00, 0.00], [0.00, 0.00, 0.00], [0.00, 0.00, 0.00], [0.02, 0.01, 0.02], [0.01, 0.01, 0.00], [0.00, 0.00, 0.00], [0.00, 0.00, 0.00], [0.00, 0.00, 0.01], [0.01, 0.00, -0.01], [0.01, 0.00, 0.00], [0.00, -0.01, 0.00], [0.00, 0.00, 0.00], [0.00, 0.00, 0.00], [0.00, 0.00, 0.00]], "lowdin_charge": [0.119, -0.109, -0.229, -0.545, -0.227, -0.073, -0.360, 0.793, -0.429, 0.795, 0.098, 0.135, 0.125, 0.132, 0.126, -0.017, 0.055, 0.092, 0.088, -0.014, 0.112, -0.142, -0.142, 0.111, -0.232, 0.000, -0.481, 0.753, -0.247, 0.091, -0.142, 0.112, 0.052, -0.099, 0.115, 0.160, -0.318, 0.760, -0.213, -0.203, -0.206, -0.352, -0.266, -0.521, 0.471, -0.221, -0.083, -0.093, -0.099, -0.089, -0.133, -0.205, -0.086, -0.093, -0.103, -0.090, -0.110, -0.245, -0.087, -0.094, -0.097, -0.079, -0.103, 0.096, 0.096, 0.095, 0.100, 0.072, 0.098, 0.097, 0.094, 0.100, 0.038, 0.098, 0.094, 0.096, 0.104, 0.104]}

***

{"formula": "C29H25BrClLiN6O2P", "method": "ωB97M-V with the def2-TZVPD basis set", "e_tot_ev": -135576.240, "e_homo_ha": -0.14414, "gap_ev": 6.3526, "charge": -1, "e_above_lowest_kj_mol": 22.6, "elements": ["Li", "C", "N", "C", "C", "N", "C", "P", "C", "N", "C", "C", "N", "C", "C", "N", "C", "C", "N", "C", "H", "H", "H", "H", "H", "H", "H", "H", "H", "H", "H", "H", "H", "H", "H", "Br", "C", "C", "C", "C", "C", "C", "C", "C", "C", "C", "H", "H", "H", "H", "H", "H", "Cl", "C", "C", "C", "C", "C", "C", "C", "O", "O", "H", "H", "H", "H"], "positions_angstrom": [[-0.56386, 0.32111, -1.04468], [1.22884, 1.35211, 3.76772], [0.19884, 1.04531, 2.81812], [-0.96386, 0.36651, 3.02182], [-1.56996, 0.27821, 1.79792], [-0.80826, 0.89051, 0.87002], [0.26644, 1.30901, 1.48612], [1.63664, 2.26351, 0.77532], [0.64994, 3.26021, -0.37248], [0.06664, 2.87081, -1.47578], [-0.47796, 3.97311, -2.02778], [-0.22306, 5.06401, -1.24468], [0.50894, 4.60751, -0.19108], [1.02684, 5.39541, 0.88752], [2.40834, 1.19761, -0.46168], [2.08524, 1.07161, -1.72608], [3.06324, 0.33461, -2.28878], [4.01164, 0.02261, -1.35378], [3.60494, 0.60241, -0.19458], [4.21704, 0.45651, 1.09272], [0.93594, 1.02041, 4.76252], [2.14764, 0.84371, 3.46682], [1.40274, 2.43271, 3.78602], [-1.26416, 0.01211, 3.99022], [-2.49406, -0.19029, 1.51982], [-1.02036, 3.92751, -2.94728], [-0.50786, 6.09341, -1.32808], [0.81214, 6.44521, 0.69052], [0.57184, 5.10361, 1.83772], [2.10864, 5.26471, 0.96932], [3.03894, 0.06861, -3.32748], [4.91754, -0.54739, -1.42518], [5.18244, -0.03799, 0.98512], [4.37004, 1.43571, 1.55582], [3.55034, -0.15039, 1.71392], [-3.16666, 2.45551, -1.15348], [-4.36926, 0.96441, -1.16608], [-5.69826, 1.26911, -1.04738], [-6.63856, 0.23621, -0.94998], [-6.21536, -1.06179, -0.96818], [-4.84886, -1.37889, -1.13118], [-4.41746, -2.71709, -1.15488], [-3.08926, -3.00179, -1.33558], [-2.16306, -1.96739, -1.52088], [-2.47026, -0.61239, -1.48008], [-3.85896, -0.34629, -1.25778], [-6.00996, 2.30261, -1.01478], [-7.68686, 0.47791, -0.83438], [-6.92676, -1.87189, -0.84498], [-5.15796, -3.50289, -1.05148], [-2.75296, -4.03749, -1.34708], [-1.13536, -2.24559, -1.70698], [3.58334, -7.12469, -0.64998], [2.98304, -5.51789, -0.35678], [3.66564, -4.68529, 0.51272], [3.15764, -3.42179, 0.76742], [2.00334, -2.97579, 0.13932], [1.35584, -3.82489, -0.74788], [1.82524, -5.10219, -0.99288], [1.43174, -1.56739, 0.39532], [1.75294, -1.02739, 1.47102], [0.72394, -1.09799, -0.50318], [4.57544, -5.02429, 0.98942], [3.65834, -2.76839, 1.46822], [0.47134, -3.46359, -1.24748], [1.29944, -5.76489, -1.66608]], "atomic_forces_ev_per_a": [[-0.12, -0.05, -0.19], [0.33, 0.09, 0.13], [-0.16, 0.10, -0.28], [-0.24, -0.17, 0.05], [-0.25, -0.14, 0.34], [0.33, 0.17, -0.40], [0.14, 0.43, 0.34], [-0.32, 0.03, -0.06], [0.44, 0.19, 0.21], [-0.24, -0.55, 0.15], [-0.04, 0.49, -0.03], [-0.13, 0.14, -0.20], [-0.13, -0.23, -0.22], [0.24, 0.20, 0.40], [0.31, 0.38, 0.09], [-0.22, 0.11, -0.10], [0.35, -0.21, 0.01], [0.16, -0.18, -0.34], [-0.15, -0.08, -0.30], [0.18, 0.00, 0.62], [-0.04, -0.04, -0.08], [-0.02, 0.01, 0.16], [0.05, -0.16, 0.10], [0.04, -0.03, 0.10], [-0.20, -0.10, 0.03], [-0.22, 0.01, -0.25], [-0.02, 0.20, -0.05], [-0.01, -0.06, 0.05], [0.02, 0.09, -0.06], [-0.10, 0.04, 0.02], [0.01, -0.10, -0.18], [0.13, -0.10, 0.07], [-0.05, 0.04, -0.06], [0.02, -0.06, -0.05], [0.21, 0.04, 0.01], [-0.24, -0.19, -0.12], [-0.21, 0.76, 0.09], [0.26, 0.21, 0.00], [-0.13, -0.27, 0.04], [-0.21, 0.04, 0.03], [0.25, 0.19, 0.02], [0.11, -0.34, -0.04], [-0.37, -0.32, -0.02], [0.01, 0.46, -0.10], [0.23, -0.19, 0.07], [0.03, -0.36, -0.09], [-0.02, 0.05, 0.04], [-0.07, -0.01, 0.00], [0.00, -0.03, -0.06], [0.01, -0.05, 0.05], [-0.06, 0.05, -0.02], [0.17, -0.12, 0.04], [0.12, -0.22, -0.05], [-0.08, 0.12, 0.00], [0.04, -0.07, 0.00], [-0.06, 0.12, 0.04], [-0.17, 0.24, -0.02], [-0.01, 0.10, -0.02], [0.07, -0.08, 0.04], [0.38, -0.63, 0.07], [0.21, 0.01, 0.58], [-0.49, -0.03, -0.63], [0.00, -0.05, 0.00], [-0.01, 0.07, 0.05], [-0.10, 0.04, -0.04], [0.04, -0.05, -0.01]], "lowdin_charge": [0.511, -0.051, -0.141, -0.056, -0.117, 0.011, -0.483, 1.182, -0.472, 0.047, -0.214, -0.080, -0.142, -0.060, -0.490, 0.069, -0.140, -0.075, -0.129, -0.058, 0.089, 0.076, 0.075, 0.109, 0.106, 0.087, 0.106, 0.085, 0.087, 0.077, 0.094, 0.108, 0.089, 0.074, 0.058, 0.785, -0.597, -0.173, -0.118, -0.068, -0.194, -0.084, -0.111, -0.181, -0.138, -0.275, 0.078, 0.089, 0.099, 0.093, 0.089, 0.039, 0.620, -0.686, -0.119, -0.029, -0.104, -0.008, -0.105, -0.619, -0.044, -0.070, 0.096, 0.106, 0.097, 0.100]}